An isolated molecule of C5H12N2O2 at a distorted geometry. Source: the Open Molecules 2025 dataset; level of theory: the ωB97M-V functional and the def2-TZVPD basis.

Computed properties:
* maximum force: 1.7 eV/Å
* charge: 0
* E_tot: -457.666092 hartree
* SMILES: C[C@@H](/N=C(\[O-])O)[NH+](C)C
* energy relative to the best compared isomer or geometry (same formula, charge and spin): 2.254 eV

Each line ends with the Mulliken charge.
CARTESIAN COORDINATES (ANGSTROEM)
C -0.3534 -1.7898 0.6601  -1.549
C 0.2990 -0.4560 0.3977  0.272
N 1.1302 -0.3572 -0.7380  -0.626
C 2.4580 -0.4823 -0.5651  0.497
O 3.0395 -0.8684 0.4430  -0.667
O 3.1491 -0.1802 -1.7055  -0.486
N -0.7438 0.7154 -0.1525  0.118
C -2.0774 0.2946 -0.5896  -0.954
C -0.7592 1.9173 0.6855  -0.917
H 0.4256 -2.4448 1.0518  0.384
H -1.1594 -1.7097 1.3916  0.343
H -0.7414 -2.2309 -0.2564  0.356
H 0.7013 -0.0309 1.3231  0.337
H 4.0841 -0.3119 -1.4946  0.340
H 0.0641 0.6996 -1.0200  0.486
H -1.9818 -0.5201 -1.3037  0.305
H -2.5835 1.1294 -1.0786  0.356
H -2.6761 -0.0350 0.2620  0.365
H 0.2681 2.2172 0.8871  0.319
H -1.2764 2.7290 0.1708  0.367
H -1.2668 1.7146 1.6314  0.354

A cluster of 2 separate species, H4O2 in total. Source: the Open Molecules 2025 dataset; level of theory: the ωB97M-V functional and the def2-TZVPD basis.

Computed properties:
* maximum force: 0.3 eV/Å
* charge: 0
* E_tot: -152.869560 hartree
* SMILES: O.O
* energy relative to the best compared isomer or geometry (same formula, charge and spin): 0.146 eV

Each line ends with the Mulliken charge.
CARTESIAN COORDINATES (ANGSTROEM)
O 1.6159 0.1631 -0.8699  -0.636
H 2.4451 0.0310 -0.4104  0.320
H 1.6202 -0.4936 -1.5663  0.319
O -2.0001 0.0987 1.3247  -0.647
H -2.5683 0.1316 0.5551  0.314
H -1.1128 0.0691 0.9668  0.330

A structure of composition C5H7ClN2OS at a distorted geometry. Source: the Open Molecules 2025 dataset; level of theory: the ωB97M-V functional and the def2-TZVPD basis.

Computed properties:
* maximum force: 4.8 eV/Å
* charge: 0
* E_tot: -1237.829231 hartree
* energy relative to the best compared isomer or geometry (same formula, charge and spin): 0.694 eV

Each line ends with the Mulliken charge.
CARTESIAN COORDINATES (ANGSTROEM)
C 2.0627 -0.7642 -0.0315  0.483
C 1.1067 1.3915 0.0665  0.499
C -1.2734 -0.0220 -1.2474  -1.443
C -1.2718 -0.0345 1.3310  -1.636
C -0.5571 -0.5250 -0.0060  0.381
N 3.1697 -0.1496 -0.0162  -0.414
N 0.7986 0.0735 -0.0302  0.024
O 0.4082 2.3560 -0.0063  -0.534
S 2.9461 1.4764 0.0276  0.003
Cl 1.9877 -2.4488 0.1147  -0.140
H -1.0342 -0.6391 -2.1991  0.302
H -2.3090 -0.0105 -1.0209  0.397
H -1.0113 0.9194 -1.6009  0.380
H -1.1079 0.9729 1.4384  0.463
H -1.0201 -0.6978 2.0441  0.433
H -2.2943 -0.2500 1.2943  0.451
H -0.6006 -1.6481 -0.1583  0.350

A structure of composition C23H22Cl5CrGeN6O3S4 at a distorted geometry. Source: the Open Molecules 2025 dataset; level of theory: the ωB97M-V functional and the def2-TZVPD basis.

Computed properties:
* maximum force: 1.6 eV/Å
* charge: -2
* E_tot: -8459.292721 hartree
* energy relative to the best compared isomer or geometry (same formula, charge and spin): 1.985 eV
* 2S+1: 6

Each line ends with the Mulliken charge.
CARTESIAN COORDINATES (ANGSTROEM)
Cr 0.0553 0.0519 2.0242  0.474
C -2.6842 -0.2882 0.1283  -1.156
C -3.0113 -0.1659 1.5839  0.295
C -4.3283 -0.1294 1.9705  -0.594
C -4.6862 -0.0797 3.3195  -1.375
C -3.6633 -0.0451 4.2939  0.987
C -3.9444 -0.0190 5.6685  -0.760
C -2.9331 0.0438 6.6151  -0.744
C -1.6205 0.0893 6.1952  -0.835
C -1.3210 0.0733 4.8320  1.583
S 0.3960 0.1027 4.3844  0.119
C -2.3045 -0.0295 3.8471  -1.113
N -1.9792 -0.1170 2.5004  0.612
H -3.6067 -0.3380 -0.4471  0.446
H -2.1194 -1.2019 -0.0685  0.108
H -2.1008 0.5588 -0.2355  0.103
H -5.0922 -0.1690 1.2057  0.407
H -5.7220 -0.0631 3.6336  0.335
H -4.9843 -0.0520 5.9732  0.328
H -3.1710 0.0528 7.6718  0.358
H -0.8014 0.1441 6.9001  0.395
Cl 0.0391 5.1632 2.6202  -0.210
C 0.7501 3.5713 2.3688  0.064
Cl -0.5317 2.3749 2.0440  0.023
H 1.2573 3.2505 3.2781  -0.007
H 1.4092 3.6121 1.5082  0.235
Cl -0.9814 -3.1088 4.1058  -0.325
Ge 0.1317 -2.3828 2.3517  0.891
Cl 2.1018 -3.4201 2.8239  -0.492
Cl -0.6094 -3.8913 0.9072  -0.390
S 2.5468 0.6699 1.8790  -0.278
C 3.0506 -0.1236 0.4692  -0.021
N 3.5288 0.5064 -0.6146  -0.075
C 3.6905 -0.4102 -1.7454  -0.090
C 3.4856 -1.7854 -1.0872  -0.675
N 3.0666 -1.4296 0.2637  0.232
H 3.3262 1.4805 -0.7580  0.344
H 4.6808 -0.3014 -2.1874  0.435
H 2.9368 -0.2181 -2.5098  -0.174
H 4.4032 -2.3763 -1.0616  0.344
H 2.7059 -2.3637 -1.5827  0.384
H 2.8941 -2.1094 0.9958  -0.004
O 0.8698 -3.1139 -6.4754  -0.692
S 0.5982 -2.0285 -7.4045  1.196
O -0.7783 -1.9724 -7.8844  -0.715
O 1.6080 -1.8786 -8.4444  -0.711
C 0.7310 -0.4849 -6.4184  0.134
N 0.8340 0.6287 -7.1469  -0.583
C 0.9486 1.7520 -6.4307  -0.375
C 0.9390 1.7796 -5.0578  -0.693
C 0.7696 0.5520 -4.3748  0.605
N 0.6890 -0.5890 -5.1106  -0.283
C 0.6690 0.4424 -2.9583  0.674
C 0.4079 -0.8083 -2.3158  -0.996
C 0.2408 -0.8792 -0.9684  -0.784
N 0.3110 0.2006 -0.1138  1.995
C 0.6268 1.3840 -0.7223  -1.247
C 0.8039 1.5472 -2.0615  -1.028
H 1.0565 2.6669 -7.0077  0.393
H 1.0329 2.7160 -4.5241  0.325
H 0.3317 -1.6919 -2.9363  0.733
H 0.0430 -1.8342 -0.5010  -0.008
H 0.7580 2.2376 -0.0719  0.090
H 1.0632 2.5335 -2.4241  0.238
S 1.1861 1.7131 5.2878  -0.452

A cluster of 2 separate species, C14H33BN3O6P in total at a distorted geometry. Source: the Open Molecules 2025 dataset; level of theory: the ωB97M-V functional and the def2-TZVPD basis.

Computed properties:
* maximum force: 6.4 eV/Å
* charge: +1
* E_tot: -1534.849936 hartree
* 2S+1: 2

Each line ends with the Mulliken charge.
CARTESIAN COORDINATES (ANGSTROEM)
O -6.0121 0.0971 -0.2110  -0.687
P -5.4560 -0.5085 -1.5610  0.799
O -6.6343 -1.7452 -2.0502  -0.491
O -5.5589 0.7425 -2.7689  -0.492
C -3.6674 -1.2607 -1.3838  0.455
C -3.8688 -2.8879 -1.6174  -0.621
B -2.4645 -3.7338 -1.7376  0.646
O -1.9908 -4.0826 -3.1202  -0.527
O -1.6512 -4.2026 -0.5601  -0.540
C -2.7731 -0.5314 -2.5684  -1.150
N -2.5350 0.9687 -2.2963  -0.340
C -1.7215 0.9925 -1.0214  -0.353
C -2.6998 0.4925 0.2018  -0.715
N -3.1928 -0.9593 0.0250  -0.094
H -6.4056 -1.9814 -3.0155  0.358
H -5.3717 0.4042 -3.6934  0.349
H -4.4176 -3.2930 -0.6394  0.257
H -4.4957 -3.1380 -2.5958  0.133
H -1.6863 -3.1800 -3.4780  0.350
H -1.0989 -3.3951 -0.2730  0.290
H -3.3366 -0.6681 -3.6001  0.300
H -1.6980 -0.9907 -2.7052  0.454
H -1.9601 1.3374 -3.0863  0.319
H -0.7549 0.3285 -1.1234  0.216
H -1.3699 2.1067 -0.8293  0.343
H -2.0072 0.4494 1.1731  0.469
H -3.5713 1.2287 0.4685  0.286
H -2.3639 -1.5525 0.3320  0.455
H -3.9330 -1.1386 0.7682  0.524
C 3.7063 3.1328 1.7610  -1.797
C 2.5526 2.0928 1.8294  1.864
C 2.6383 1.2848 3.1548  -1.199
C 3.7254 0.2151 3.1650  -0.524
C 3.6235 -0.6810 1.9349  -1.145
C 3.6213 0.1198 0.6068  1.592
N 2.6032 1.2226 0.6055  0.146
O 1.3354 0.6326 0.4473  -0.383
C 5.0389 0.6952 0.3493  -1.614
C 3.4189 -0.8804 -0.5784  -1.786
C 1.2599 2.9722 1.9002  -1.692
H 3.9460 3.3953 0.7257  0.348
H 3.4402 4.0734 2.2599  0.492
H 4.6187 2.7903 2.2536  0.329
H 1.6759 0.7903 3.3485  0.350
H 2.8044 1.9659 3.9989  0.333
H 4.7159 0.6762 3.2220  0.318
H 3.6243 -0.3968 4.0680  0.384
H 4.4566 -1.3963 1.9451  0.383
H 2.7086 -1.2831 2.0150  0.303
H 5.0501 1.3346 -0.5420  0.377
H 5.7636 -0.1108 0.1771  0.433
H 5.4422 1.2683 1.1828  0.296
H 2.4992 -1.4689 -0.4854  0.255
H 4.2405 -1.6064 -0.6249  0.431
H 3.3933 -0.3525 -1.5395  0.441
H 1.1293 3.5609 0.9837  0.425
H 1.3106 3.6760 2.7407  0.480
H 0.3536 2.3780 2.0617  0.166